Record 1
Molecular formula: H8O4
Method: DFT, ωB97M-V/def2-TZVPD

Summary:
- Net charge: 0
- HOMO-LUMO gap: 9.82 eV
- SMILES: O.O.O.O
- HOMO: -9.830 eV
- Total energy: -8318.8169 eV

Last column: Löwdin charge in e.
Atoms and positions in Å:
1 O 0.9678 2.0256 -0.1157  -0.01
2 H 0.1802 1.8302 -0.6233  0.05
3 H 1.5225 2.5243 -0.7156  0.08
4 O -1.3320 -0.6934 -1.4513  -0.04
5 H -0.9410 0.0662 -1.0195  -0.02
6 H -1.3264 -0.4695 -2.3820  0.03
7 O 0.0949 -2.3671 1.1070  -0.09
8 H 0.1735 -1.5543 0.6076  -0.07
9 H 0.2099 -2.1004 2.0191  0.01
10 O 0.0648 -0.1083 0.7177  -0.05
11 H 0.6832 0.5294 0.3611  0.01
12 H -0.2974 0.3173 1.4948  0.10


Record 2
Molecular formula: C2H4BrNS
Method: DFT, ωB97M-V/def2-TZVPD

Summary:
- Net charge: 0
- HOMO-LUMO gap: 10.30 eV
- SMILES: CSC#N.Br
- HOMO: -9.867 eV
- Total energy: -84505.2348 eV

Last column: Löwdin charge in e.
Atoms and positions in Å:
1 C -2.2304 0.1416 0.1471  -0.39
2 S -1.5284 -1.4117 -0.3907  0.86
3 C -0.0527 -0.9402 0.2882  -0.68
4 N 0.9001 -0.5474 0.7418  0.11
5 H -1.6615 0.9214 -0.4300  0.07
6 H -2.1444 0.0930 1.1280  -0.02
7 H -3.2226 0.1561 -0.4118  0.07
8 Br 5.2902 0.3915 -0.0972  0.35
9 H 4.6498 1.1958 -0.9753  -0.36


Record 3
Molecular formula: C5H31N2O9
Method: DFT, ωB97M-V/def2-TZVPD

Summary:
- Net charge: +1
- HOMO-LUMO gap: 9.55 eV
- HOMO: -11.893 eV
- Total energy: -27089.3376 eV

Last column: Löwdin charge in e.
Atoms and positions in Å:
1 C -1.2596 -1.0350 1.4078  -0.17
2 O -0.7844 -2.3009 1.9198  -0.06
3 C -0.3864 -0.7267 0.1780  -0.23
4 C -0.7191 0.5590 -0.5440  -0.19
5 C -0.0385 0.7249 -1.8990  -0.24
6 C -0.5879 -0.2297 -4.1134  -0.10
7 N -0.1265 -0.4676 -2.7011  -0.11
8 N 1.0932 -0.8946 0.6827  0.23
9 H -2.2611 -1.1447 1.1310  0.11
10 H -0.9735 -0.2947 2.1315  0.11
11 H -1.3768 -2.9472 1.4740  0.11
12 H -0.6648 -1.4220 -0.6525  0.14
13 H -1.7961 0.5701 -0.6508  0.08
14 H -0.7224 1.5015 0.1101  0.14
15 H -0.2211 1.6887 -2.3754  0.12
16 H 1.0470 0.8929 -1.5069  0.12
17 H -1.1402 -1.1390 -4.4254  0.08
18 H 0.1416 0.0951 -4.8459  0.08
19 H -1.3685 0.5268 -4.1451  0.07
20 H 0.7975 -0.8710 -2.8545  0.07
21 H 1.3298 -1.8621 0.8199  0.10
22 H 1.6719 -0.6454 -0.1010  0.10
23 H 1.2900 -0.3725 1.4919  0.10
24 H 2.2101 2.4782 0.3926  0.06
25 H 1.4951 2.3099 1.8092  0.03
26 O 2.1861 1.9579 1.1955  -0.06
27 H 3.8186 -1.5719 -2.5762  0.05
28 H 2.7948 -1.5047 -1.3989  -0.03
29 O 2.9482 -1.2962 -2.3142  -0.04
30 H -2.8145 1.0853 2.9723  0.06
31 H -2.6926 2.4238 3.7030  0.05
32 O -2.2327 1.6300 3.5219  -0.03
33 H 0.3195 2.2169 3.9126  0.08
34 H -0.8832 2.4633 3.1470  -0.01
35 O 0.0815 2.5102 3.0000  -0.09
36 H 2.9553 -3.5555 -0.3752  0.10
37 H 3.8028 -2.5894 0.4567  0.10
38 O 2.8906 -2.6801 0.0649  -0.08
39 H -3.6107 -0.4966 -2.3818  0.07
40 H -2.4370 -1.4458 -2.2702  0.01
41 O -3.0208 -0.9339 -1.7328  -0.05
42 H 4.0846 -0.5380 2.3911  0.06
43 H 3.2343 0.4671 1.5682  -0.01
44 O 3.4421 -0.4447 1.6992  -0.03
45 H -3.6520 3.2112 0.8131  0.05
46 H -4.3617 1.8230 0.9119  0.06
47 O -3.5029 2.2742 0.9584  -0.05


Record 4
Molecular formula: C6H12O
Method: DFT, ωB97M-V/def2-TZVPD

Summary:
- Net charge: 0
- HOMO-LUMO gap: 9.89 eV
- SMILES: C=CC/C=C/C.O
- HOMO: -9.066 eV
- Total energy: -8461.6069 eV

Last column: Löwdin charge in e.
Atoms and positions in Å:
1 C 0.5225 -2.3715 1.3966  -0.02
2 C 0.8102 -1.0777 1.3247  -0.27
3 C 0.8129 -0.2834 0.0815  -0.23
4 C -0.5206 0.4098 -0.0903  -0.12
5 C -1.2998 0.8016 0.9507  -0.14
6 C -2.5569 1.6303 1.0744  -0.09
7 H 0.4887 -3.0424 2.3325  0.08
8 H 0.1362 -2.9049 0.5079  0.06
9 H 1.3948 -0.6588 2.2129  0.13
10 H 0.6948 -1.1501 -0.6380  0.12
11 H 1.7178 0.3112 0.0223  0.12
12 H -0.5041 0.8652 -1.0743  0.08
13 H -0.8435 0.3007 1.7931  0.08
14 H -2.5634 2.1570 2.0429  0.07
15 H -3.4269 0.9681 0.9913  0.07
16 H -2.7145 2.3927 0.3112  0.07
17 O 1.9809 0.5128 -3.6283  -0.06
18 H 1.1465 0.6268 -3.1605  0.02
19 H 1.9043 1.1712 -4.3279  0.03


Record 5
Molecular formula: C37H54AsN5O2PdS
Method: DFT, ωB97M-V/def2-TZVPD

Summary:
- Net charge: -2
- HOMO-LUMO gap: 5.03 eV
- HOMO: -0.739 eV
- Total energy: -125942.5781 eV

Last column: Löwdin charge in e.
Atoms and positions in Å:
1 Pd -0.4983 0.6449 0.9325  0.52
2 C -2.3436 2.5328 -2.5585  -0.02
3 C -2.4251 1.7028 -1.3103  -0.32
4 N -2.0642 2.1273 -0.1542  -0.04
5 O -1.4964 3.4106 -0.1405  -0.11
6 C -2.9267 0.3344 -1.4050  -0.36
7 C -3.8439 -0.0796 -2.5158  -0.08
8 N -2.5248 -0.4950 -0.4686  -0.15
9 O -2.9824 -1.6913 -0.4443  -0.24
10 H -1.9473 3.5235 -2.3544  0.06
11 H -3.3316 2.6181 -3.0190  0.07
12 H -1.6972 2.0293 -3.2824  0.08
13 H -1.2251 3.4208 0.8012  0.04
14 H -3.4043 0.0738 -3.5077  0.05
15 H -4.8020 0.4559 -2.5127  0.06
16 H -4.0459 -1.1436 -2.3831  0.05
17 C 4.0881 -5.9677 0.2452  -0.07
18 C 3.2780 -4.8420 -0.3376  -0.29
19 C 2.2236 -4.2797 0.3619  -0.03
20 C 1.4766 -3.2258 -0.1561  -0.31
21 C 0.3239 -2.7167 0.6555  -0.11
22 C 1.8106 -2.6684 -1.4082  -0.26
23 As 0.5540 -1.1573 -1.8437  1.31
24 N 0.9933 0.3803 -0.9583  -0.28
25 C 2.0388 0.7159 -0.1549  -0.49
26 C 3.0021 -0.1343 0.4385  -0.07
27 C 3.9696 0.3625 1.2981  -0.13
28 C 4.0719 1.7129 1.5942  -0.16
29 C 3.1631 2.5788 0.9804  -0.14
30 C 2.1950 2.1067 0.1237  -0.10
31 C 1.0265 -0.6261 -3.7069  -0.29
32 C 0.1340 -1.0235 -4.7090  -0.30
33 C -1.0558 -1.9199 -4.4724  -0.09
34 C 0.3299 -0.6032 -6.0310  -0.04
35 C 1.3885 0.2030 -6.3871  -0.29
36 C 1.5997 0.6449 -7.8095  -0.07
37 C 2.2698 0.5989 -5.3850  -0.04
38 C 2.1089 0.2100 -4.0646  -0.28
39 C 3.1248 0.6906 -3.0735  -0.06
40 C 2.8275 -3.2833 -2.1542  -0.26
41 C 3.2190 -2.8864 -3.5547  -0.05
42 C 3.5454 -4.3445 -1.6015  -0.05
43 H 3.7016 -6.2579 1.2226  0.06
44 H 5.1362 -5.6855 0.3728  0.07
45 H 4.0691 -6.8520 -0.3983  0.07
46 H 1.9602 -4.6673 1.3410  0.11
47 H 0.2828 -3.2190 1.6243  0.08
48 H -0.6386 -2.8458 0.1492  0.06
49 H 0.3892 -1.6411 0.8615  0.01
50 H 2.9610 -1.1999 0.2614  0.08
51 H 4.6605 -0.3418 1.7536  0.09
52 H 4.8207 2.0815 2.2851  0.07
53 H 3.2121 3.6479 1.1724  0.08
54 H 1.4770 2.7800 -0.3352  0.09
55 H -1.2756 -2.0874 -3.4207  0.02
56 H -0.8896 -2.8931 -4.9450  0.08
57 H -1.9510 -1.4891 -4.9275  0.07
58 H -0.3821 -0.9222 -6.7881  0.11
59 H 0.7595 0.3549 -8.4422  0.06
60 H 2.5051 0.2042 -8.2359  0.07
61 H 1.7074 1.7301 -7.8763  0.07
62 H 3.1177 1.2299 -5.6408  0.11
63 H 4.0659 0.9135 -3.5832  0.07
64 H 3.3182 -0.0344 -2.2842  0.06
65 H 2.7780 1.5894 -2.5622  0.08
66 H 2.3681 -2.6280 -4.1799  0.06
67 H 3.7512 -3.7143 -4.0283  0.07
68 H 3.8852 -2.0216 -3.5606  0.08
69 H 4.3405 -4.7919 -2.1935  0.10
70 C 0.6260 2.7868 5.7550  -0.13
71 C -0.4775 3.8360 5.6825  -0.27
72 C -1.7762 3.3444 5.0321  -0.21
73 C -1.8745 3.5765 3.5210  -0.24
74 N -1.0246 2.7631 2.6657  -0.08
75 C -1.2425 1.3270 2.6462  -0.95
76 S 0.0388 0.3161 3.2504  0.58
77 N -2.6434 1.0417 2.8202  -0.04
78 C -3.0048 -0.3831 2.9299  -0.26
79 C -3.1504 -0.8180 4.3849  -0.22
80 C -4.1601 -0.0044 5.1906  -0.28
81 C -5.5837 -0.0973 4.6571  -0.13
82 H 1.5401 3.1952 6.1923  0.06
83 H 0.8693 2.3670 4.7801  0.00
84 H 0.3076 1.9428 6.3706  0.07
85 H -0.1170 4.7182 5.1394  0.10
86 H -0.6925 4.1906 6.6971  0.09
87 H -2.6280 3.8649 5.4861  0.10
88 H -1.9224 2.2794 5.2396  0.09
89 H -1.6298 4.6266 3.3077  0.11
90 H -2.9078 3.4405 3.2045  0.10
91 H -0.0392 2.9132 2.8431  0.08
92 H -3.0754 1.4151 1.9771  0.09
93 H -2.2866 -1.0234 2.4132  0.08
94 H -3.9448 -0.5355 2.3948  0.11
95 H -2.1711 -0.7738 4.8627  0.07
96 H -3.4503 -1.8742 4.3830  0.11
97 H -3.8466 1.0433 5.1889  0.08
98 H -4.1445 -0.3349 6.2357  0.09
99 H -5.6555 0.3086 3.6484  0.06
100 H -6.2908 0.4545 5.2827  0.06
101 H -5.9202 -1.1366 4.6093  0.07


Record 6
Molecular formula: C5H13N3O2S
Method: DFT, ωB97M-V/def2-TZVPD

Summary:
- Net charge: 0
- HOMO-LUMO gap: 9.57 eV
- HOMO: -9.184 eV
- Total energy: -24791.9905 eV

Last column: Löwdin charge in e.
Atoms and positions in Å:
1 C -0.2349 -2.8103 1.1601  -0.25
2 C -2.1087 0.4231 1.2226  -0.10
3 C 1.8263 0.0848 -0.3319  -0.12
4 C 0.1059 1.2336 -1.5734  -0.14
5 C -1.3095 -1.8291 0.8485  -0.19
6 N 0.0536 -3.8406 0.4923  0.10
7 N -1.2967 -0.7129 1.4260  -0.04
8 N 1.2637 1.4262 -0.7793  -0.35
9 O 2.4112 3.4226 0.3364  -0.31
10 O -0.0407 3.2599 0.4391  -0.46
11 S 1.1157 2.4184 0.7099  0.94
12 H 0.3115 -2.1816 1.9985  0.13
13 H -2.7819 0.2912 2.0216  0.08
14 H -1.4286 1.2073 1.2600  0.02
15 H -2.4777 0.3793 0.1133  0.12
16 H 1.7927 -0.2316 0.7596  0.09
17 H 1.4898 -0.6831 -0.9162  0.04
18 H 2.8282 0.2332 -0.6443  0.06
19 H -0.4371 2.0409 -1.8164  0.05
20 H 0.4513 0.9412 -2.5053  0.08
21 H -0.4276 0.4804 -1.1254  0.04
22 H -1.9863 -2.1607 0.1286  0.10
23 H 0.8360 -4.4207 0.7200  0.04
24 H 2.3636 3.9236 -0.4871  0.06


Record 7
Molecular formula: C34H43N4O
Method: DFT, ωB97M-V/def2-TZVPD

Summary:
- Net charge: +1
- HOMO-LUMO gap: 6.69 eV
- SMILES: CN1C(=O)[C@@H](Cc2ccccc2)N(/C=C/[C@H](c2ccc(C#N)cc2)[C@@H]2CCCCC2=[N+]2CCCCC2)C1(C)C
- HOMO: -10.333 eV
- Total energy: -43956.3175 eV

Last column: Löwdin charge in e.
Atoms and positions in Å:
1 C -1.4584 6.3074 -4.4662  -0.01
2 N -1.8794 5.2593 -3.5683  -0.04
3 C -2.7068 4.2585 -3.9924  -0.36
4 O -3.1731 4.1368 -5.1224  0.09
5 C -2.9523 3.3366 -2.7982  -0.18
6 C -2.6114 1.8695 -3.0696  -0.09
7 C -3.4950 1.2439 -4.1204  -0.24
8 C -2.9104 0.5204 -5.1683  -0.04
9 C -3.7140 0.0445 -6.2066  -0.08
10 C -5.0964 0.2431 -6.1733  -0.08
11 C -5.6863 0.9004 -5.0805  -0.07
12 C -4.8796 1.3789 -4.0423  -0.05
13 N -2.1132 3.9253 -1.7608  -0.01
14 C -1.9987 3.2899 -0.5561  -0.07
15 C -1.1869 3.6691 0.4852  -0.06
16 C -1.3272 3.0623 1.8569  -0.28
17 C -0.5104 3.7811 2.9735  -0.19
18 C -0.8868 3.6165 4.3194  -0.02
19 C -0.3184 4.4263 5.3075  -0.01
20 C 0.5813 5.4439 4.9725  -0.23
21 C 1.1610 6.3122 5.9723  -0.16
22 N 1.6331 7.0479 6.7519  0.17
23 C 0.9352 5.6170 3.6350  -0.01
24 C 0.4217 4.7773 2.6492  -0.03
25 C -1.6212 1.6306 1.8827  -0.17
26 C -3.1312 1.5903 2.3208  -0.14
27 C -3.7336 0.2622 2.7644  -0.18
28 C -2.9880 -0.9264 2.1844  -0.18
29 C -1.4852 -0.8943 2.5106  -0.12
30 C -0.8012 0.4380 2.4889  -0.01
31 N 0.5337 0.3608 2.6416  0.03
32 C 1.1722 -0.9641 2.8977  -0.11
33 C 2.6833 -0.9470 3.1537  -0.17
34 C 3.4074 0.0283 2.2278  -0.19
35 C 2.8665 1.4241 2.4647  -0.16
36 C 1.3420 1.5477 2.4199  -0.11
37 C -1.3787 5.1243 -2.2038  -0.47
38 C 0.1365 4.8866 -2.2038  0.00
39 C -1.7071 6.3971 -1.4125  0.01
40 H -1.9731 6.1757 -5.4196  0.10
41 H -1.7112 7.2881 -4.0509  0.09
42 H -0.3757 6.2706 -4.6321  0.10
43 H -4.0151 3.4273 -2.5005  0.16
44 H -1.5554 1.8134 -3.3782  0.13
45 H -2.7063 1.3022 -2.1298  0.11
46 H -1.8298 0.3758 -5.1676  0.11
47 H -3.2483 -0.4772 -7.0472  0.11
48 H -5.7246 -0.1132 -6.9924  0.10
49 H -6.7629 1.0511 -5.0353  0.10
50 H -5.3221 1.8851 -3.1774  0.11
51 H -2.6827 2.4413 -0.4480  0.12
52 H -0.7448 4.6627 0.4513  0.06
53 H -2.2812 3.5568 2.0953  0.14
54 H -1.6299 2.8640 4.5962  0.12
55 H -0.5695 4.2661 6.3557  0.13
56 H 1.6383 6.4060 3.3756  0.13
57 H 0.7825 4.9157 1.6282  0.11
58 H -1.6594 1.2685 0.8382  0.15
59 H -3.2809 2.3005 3.1442  0.11
60 H -3.7158 1.9783 1.4684  0.13
61 H -3.6987 0.2253 3.8626  0.12
62 H -4.7929 0.2413 2.4702  0.13
63 H -3.4162 -1.8563 2.5761  0.12
64 H -3.1165 -0.9356 1.0927  0.12
65 H -1.0079 -1.5903 1.7889  0.14
66 H -1.3547 -1.3568 3.5061  0.14
67 H 1.0137 -1.6252 2.0225  0.14
68 H 0.7018 -1.4706 3.7578  0.13
69 H 3.0710 -1.9635 3.0036  0.13
70 H 2.8766 -0.6883 4.2033  0.12
71 H 4.4817 0.0099 2.4405  0.12
72 H 3.2728 -0.2759 1.1821  0.12
73 H 3.2065 1.7782 3.4460  0.12
74 H 3.2740 2.1193 1.7278  0.12
75 H 1.0493 1.9849 1.4545  0.14
76 H 1.0784 2.2714 3.1987  0.11
77 H 0.3938 4.1357 -2.9636  0.10
78 H 0.6494 5.8299 -2.4328  0.09
79 H 0.4693 4.5259 -1.2266  0.06
80 H -2.7366 6.7113 -1.6288  0.10
81 H -1.6019 6.2443 -0.3363  0.07
82 H -1.0190 7.1949 -1.7238  0.09


Record 8
Molecular formula: H6O3
Method: DFT, ωB97M-V/def2-TZVPD

Summary:
- Net charge: 0
- HOMO-LUMO gap: 10.89 eV
- SMILES: O.O.O
- HOMO: -10.499 eV
- Total energy: -6239.4134 eV

Last column: Löwdin charge in e.
Atoms and positions in Å:
1 O -0.0272 1.3084 -2.4019  -0.09
2 H -0.8082 1.6624 -2.0199  0.00
3 H 0.4178 0.9754 -1.5729  0.00
4 O 0.7788 0.3774 0.0061  0.05
5 H 1.4558 0.3104 0.5401  -0.02
6 H 0.2638 -0.3266 0.2841  -0.01
7 O -0.3482 -1.5046 1.7201  -0.06
8 H -0.9862 -2.0876 1.2941  0.06
9 H -0.7462 -0.7156 2.1501  0.08